[1]
Formula: C6H14NO
Source: the Open Molecules 2025 dataset
Level of theory: the ωB97M-V functional and the def2-TZVPD basis

Positions of all 22 atoms, in Å:
C: -0.14 -1.05 -1.12
C: 1.02 -1.32 -2.04
C: 0.14 -0.39 0.31
N: 0.77 -1.37 1.25
C: 1.60 0.58 2.49
C: 0.59 -0.54 2.28
C: -2.43 1.69 -1.05
O: -1.66 1.87 -2.17
H: -0.57 -2.01 -0.79
H: -0.80 -0.38 -1.71
H: 1.52 -0.43 -2.46
H: 1.86 -1.80 -1.53
H: 0.77 -1.98 -2.93
H: 0.74 0.47 0.07
H: -0.90 -0.11 0.55
H: -1.91 1.81 -0.06
H: 1.24 1.32 3.26
H: 2.54 0.21 2.89
H: 1.85 1.11 1.56
H: -0.09 -0.76 3.09
H: -2.91 0.66 -0.96
H: -3.24 2.43 -0.92

Its total charge is -1. For the electronic energy, the calculation gives -366.8342 hartree. The calculation puts the energy relative to the best compared isomer or geometry (same formula, charge and spin) at 4.557 eV. As for the spin multiplicity: 1. As for the LUMO energy: 2.963 eV.

=====

[2]
Formula: C23H39F12O8P
Source: the Open Molecules 2025 dataset
Level of theory: the ωB97M-V functional and the def2-TZVPD basis

Positions of all 83 atoms, in Å:
C: 2.56 4.85 0.63
C: 1.47 5.91 0.76
C: 0.41 5.78 -0.34
C: -0.92 6.49 -0.04
C: -2.16 5.75 -0.57
C: -2.79 4.77 0.43
C: -1.88 3.69 1.01
P: -1.57 2.21 -0.15
H: 3.02 4.89 -0.36
H: 2.15 3.85 0.77
H: 3.36 5.00 1.37
H: 1.92 6.90 0.72
H: 0.98 5.82 1.74
H: 0.83 6.18 -1.27
H: 0.23 4.72 -0.53
H: -1.03 6.64 1.04
H: -0.89 7.49 -0.49
H: -1.91 5.24 -1.51
H: -2.93 6.49 -0.83
H: -3.64 4.27 -0.06
H: -3.23 5.36 1.25
H: -0.92 4.11 1.35
H: -2.36 3.26 1.90
H: -0.32 2.73 -0.61
H: -2.83 2.45 -0.79
H: -1.50 1.32 0.95
H: -1.37 1.07 -1.05
C: 6.27 2.50 -2.47
C: 6.14 1.42 -1.43
O: 4.75 1.24 -1.04
C: 4.02 0.49 -1.84
O: 4.37 -0.09 -2.83
C: 2.58 0.38 -1.28
F: 2.11 1.57 -0.91
F: 2.57 -0.43 -0.21
F: 1.77 -0.13 -2.20
H: 5.84 3.44 -2.12
H: 7.33 2.67 -2.69
H: 5.78 2.21 -3.40
H: 6.63 1.70 -0.50
H: 6.53 0.47 -1.77
C: -1.92 0.39 4.24
C: -2.70 0.74 5.48
O: -1.98 1.70 6.29
C: -2.08 2.96 5.89
O: -2.69 3.39 4.97
C: -1.28 3.87 6.86
F: -0.07 3.37 7.12
F: -1.94 3.99 8.02
F: -1.12 5.08 6.34
H: -0.93 0.02 4.49
H: -2.45 -0.38 3.67
H: -1.81 1.26 3.60
H: -2.83 -0.12 6.14
H: -3.68 1.15 5.24
C: 4.53 -3.46 -2.93
C: 3.07 -3.32 -2.57
O: 2.35 -4.56 -2.83
C: 2.44 -5.48 -1.89
O: 3.04 -5.43 -0.86
C: 1.59 -6.71 -2.30
F: 1.79 -7.06 -3.57
F: 0.29 -6.42 -2.15
F: 1.88 -7.75 -1.52
H: 4.64 -3.76 -3.98
H: 5.02 -2.49 -2.81
H: 5.03 -4.19 -2.30
H: 2.57 -2.58 -3.20
H: 2.94 -3.05 -1.53
C: -3.00 -6.63 -2.63
C: -3.25 -7.61 -1.51
O: -4.61 -7.52 -1.03
C: -5.51 -8.18 -1.74
O: -5.33 -8.86 -2.71
C: -6.91 -8.01 -1.09
F: -7.15 -6.74 -0.77
F: -6.98 -8.74 0.03
F: -7.86 -8.43 -1.92
H: -3.24 -5.62 -2.32
H: -1.95 -6.66 -2.91
H: -3.59 -6.88 -3.51
H: -2.64 -7.37 -0.63
H: -3.04 -8.63 -1.81

For the electronic energy, the calculation gives -3041.4188 hartree. The SMILES is CCOC(=O)C(F)(F)F.CCOC(=O)C(F)(F)F.CCOC(=O)C(F)(F)F.CCOC(=O)C(F)(F)F.CCCCCCC[PH4]. As for the spin multiplicity: 1. As for the LUMO energy: 0.426 eV.

=====

[3]
Formula: C18H49Mn2N2O25S6
Source: the Open Molecules 2025 dataset
Level of theory: the ωB97M-V functional and the def2-TZVPD basis

Positions of all 102 atoms, in Å:
Mn: 1.08 1.68 -1.75
Mn: 0.89 -1.69 -2.78
N: 2.93 -0.82 -0.34
O: 2.65 0.36 -0.47
O: 3.56 -1.25 0.62
O: 2.50 -1.54 -1.24
N: -0.78 -0.55 -0.36
O: -0.29 0.53 -0.55
O: -1.43 -0.79 0.60
O: -0.50 -1.46 -1.12
O: 0.94 0.23 -3.09
H: 0.58 0.60 -3.92
O: -1.00 -2.31 -3.90
S: -2.06 -3.31 -4.18
O: -1.95 -4.22 -5.34
O: -2.32 -4.17 -2.78
C: -3.28 -5.20 -2.87
C: -4.32 -4.99 -1.79
C: -3.71 -2.45 -4.29
H: -2.84 -6.19 -2.72
H: -3.78 -5.17 -3.84
H: -5.08 -5.73 -2.05
H: -4.69 -3.97 -1.78
H: -4.07 -5.36 -0.80
H: -4.03 -2.19 -3.28
H: -4.37 -3.09 -4.88
H: -3.53 -1.60 -4.95
O: 1.28 -3.10 6.08
S: 1.34 -2.80 4.62
O: 0.51 -3.65 3.74
O: 1.08 -1.20 4.34
C: 0.72 -0.78 3.05
C: 1.24 0.57 2.80
C: 3.14 -2.86 3.94
H: -0.37 -0.87 2.96
H: 1.11 -1.48 2.31
H: 0.91 1.28 3.55
H: 0.99 1.02 1.84
H: 2.32 0.67 2.80
H: 3.38 -3.91 3.79
H: 3.71 -2.37 4.73
H: 3.16 -2.30 3.01
O: 0.70 -3.94 -1.67
S: 0.15 -4.88 -0.66
O: -0.69 -5.95 -1.20
O: 1.37 -5.62 0.25
C: 2.48 -4.88 0.72
C: 3.54 -5.79 1.31
C: -0.70 -4.07 0.71
H: 2.14 -4.26 1.54
H: 2.82 -4.18 -0.05
H: 3.18 -6.54 2.02
H: 4.22 -5.26 1.98
H: 4.11 -6.21 0.48
H: -1.48 -3.44 0.28
H: 0.02 -3.43 1.22
H: -1.05 -4.78 1.46
O: -2.48 0.92 -3.05
S: -1.69 2.12 -3.44
O: -0.65 2.69 -2.56
O: -0.96 1.73 -4.88
C: 0.08 2.60 -5.37
C: -0.20 2.88 -6.86
C: -2.76 3.47 -4.08
H: 1.04 2.11 -5.23
H: 0.24 3.49 -4.76
H: -1.12 3.43 -7.07
H: -0.19 1.90 -7.34
H: 0.63 3.49 -7.20
H: -2.20 4.20 -4.66
H: -3.38 3.94 -3.32
H: -3.50 3.10 -4.79
O: -3.17 5.77 4.81
S: -2.81 4.37 4.56
O: -3.72 3.29 4.90
O: -2.47 4.33 2.92
C: -2.05 3.06 2.34
C: -2.59 3.02 0.91
C: -1.05 4.19 5.21
H: -2.47 2.24 2.92
H: -0.96 2.97 2.40
H: -3.67 2.90 0.94
H: -2.06 2.25 0.34
H: -2.37 3.99 0.48
H: -1.14 4.05 6.29
H: -0.45 5.05 4.90
H: -0.62 3.34 4.68
O: 1.04 2.95 0.01
S: 1.67 4.00 0.80
O: 0.88 4.87 1.70
O: 2.79 3.25 1.76
C: 3.52 4.11 2.68
C: 3.40 3.39 4.07
C: 2.69 5.09 -0.19
H: 3.10 5.12 2.67
H: 4.54 4.36 2.38
H: 2.37 3.36 4.44
H: 4.03 3.88 4.81
H: 3.74 2.36 4.01
H: 3.24 4.54 -0.95
H: 3.33 5.72 0.43
H: 1.98 5.76 -0.68

Its total charge is +1. For the electronic energy, the calculation gives -7396.3742 hartree. The calculation puts the energy relative to the best compared isomer or geometry (same formula, charge and spin) at 0.153 eV. As for the spin multiplicity: 11. As for the LUMO energy (alpha / beta): -3.277 / -3.774 eV.

=====

[4]
Formula: C2H4N4O2S
Source: the Open Molecules 2025 dataset
Level of theory: the ωB97M-V functional and the def2-TZVPD basis

Positions of all 13 atoms, in Å:
C: 2.33 -0.62 -0.01
C: 1.13 -1.29 -0.12
N: 2.13 0.68 -0.05
N: 0.86 0.89 -0.16
N: 0.24 -0.28 -0.20
N: -1.72 1.62 0.10
O: -2.36 -0.56 -1.26
O: -2.24 -0.64 1.23
S: -1.94 -0.02 -0.02
H: 3.33 -1.11 0.11
H: 0.71 -2.31 -0.19
H: -1.51 1.76 1.10
H: -0.96 1.87 -0.52

For the electronic energy, the calculation gives -846.1982 hartree. The calculation puts the energy relative to the best compared isomer or geometry (same formula, charge and spin) at 1.847 eV. As for the spin multiplicity: 1. As for the LUMO energy: -0.439 eV.

=====

[5]
Formula: C9H12N2O4SV
Source: the Open Molecules 2025 dataset
Level of theory: the ωB97M-V functional and the def2-TZVPD basis

Positions of all 29 atoms, in Å:
V: -0.01 0.70 0.38
C: -0.04 1.43 2.08
O: -0.06 1.76 3.20
C: -0.01 2.09 -0.88
O: -0.01 3.04 -1.57
C: -1.86 -0.04 0.16
O: -2.95 -0.47 0.04
C: 1.84 -0.03 0.17
O: 2.94 -0.45 0.08
C: 0.01 -2.08 -2.18
H: 0.93 -2.57 -1.86
H: -0.91 -2.57 -1.86
C: 0.01 -0.82 -2.66
H: -0.93 -0.16 -2.60
H: 0.94 -0.16 -2.59
C: 1.68 -0.66 4.41
N: 1.35 -1.60 3.32
C: 0.13 -1.67 2.75
S: 0.03 -1.82 0.99
N: -1.01 -1.60 3.46
C: -1.11 -1.88 4.90
H: 0.79 -0.22 4.87
H: 2.29 0.18 4.07
H: 2.21 -1.22 5.19
H: 2.10 -1.76 2.63
H: -1.84 -1.73 2.89
H: -1.47 -1.00 5.44
H: -1.80 -2.71 5.09
H: -0.14 -2.16 5.31

Its total charge is +2. For the electronic energy, the calculation gives -2102.0912 hartree. The calculation puts the energy relative to the best compared isomer or geometry (same formula, charge and spin) at 0.003 eV. As for the spin multiplicity: 4. As for the LUMO energy (alpha / beta): -9.931 / -10.088 eV.